(1)
{"formula": "C4H5KO5", "method": "the ωB97M-V functional and the def2-TZVPD basis", "elements": ["O", "C", "O", "O", "K", "C", "C", "H", "H", "H", "H", "O", "C", "O", "H"], "xyz": [[2.2470, 1.0482, -0.6026], [2.2880, 0.1997, 0.3023], [2.8123, 0.2742, 1.4162], [1.6733, -1.0505, 0.0291], [3.9559, 2.6024, 0.8157], [0.3684, -1.2721, 0.1433], [-0.5365, -0.5648, 1.0289], [0.0392, -2.1691, -0.3810], [-0.1275, 0.3145, 1.5326], [-1.0376, -1.2317, 1.7342], [-1.4712, -0.3709, -1.6177], [-1.9419, 0.1739, 0.2959], [-2.1279, 0.1789, -0.9301], [-3.0514, 0.9418, -1.3990], [-3.0903, 0.9254, -2.3678]], "de_lowest_kj_mol": 206.5, "total_charge": 1, "multiplicity": 2, "homo_lumo_gap_ev": [8.32, 8.63], "total_energy_ha": -1131.28719}

=====

(2)
{"formula": "C17H69N2O31P", "method": "the ωB97M-V functional and the def2-TZVPD basis", "elements": ["C", "C", "C", "C", "C", "C", "C", "O", "O", "C", "C", "O", "C", "O", "C", "C", "C", "C", "C", "N", "C", "P", "N", "O", "O", "C", "O", "H", "H", "H", "H", "H", "H", "H", "H", "H", "H", "H", "H", "H", "H", "H", "H", "H", "H", "H", "H", "H", "O", "H", "H", "O", "H", "H", "O", "H", "H", "O", "H", "H", "O", "H", "H", "O", "H", "H", "O", "H", "H", "O", "H", "H", "O", "H", "H", "O", "H", "H", "O", "H", "H", "O", "H", "H", "O", "H", "H", "O", "H", "H", "O", "H", "H", "O", "H", "H", "O", "H", "H", "O", "H", "H", "O", "H", "H", "O", "H", "H", "O", "H", "H", "O", "H", "H", "O", "H", "H", "O", "H", "H"], "xyz": [[4.8459, 1.8865, 3.5163], [4.2919, 1.8257, 2.4223], [3.2305, 1.7836, 1.2459], [1.8999, 1.0662, 1.7526], [1.1067, 1.5657, 2.7790], [1.4448, 2.9192, 3.5297], [1.2417, 4.0812, 2.4312], [1.9500, 5.0804, 2.4918], [0.2766, 3.8226, 1.4514], [0.4858, 4.6554, 0.2910], [-0.0187, 6.1655, 0.3481], [1.0521, 4.2158, -0.6818], [-0.2049, 0.7556, 3.1756], [-0.5727, 0.6749, 4.3354], [-0.9632, 0.0833, 1.9457], [-2.5345, -0.0103, 1.8684], [-3.2404, 1.4076, 1.6216], [-3.4095, 2.2886, 2.9395], [-3.2619, 3.8438, 2.5845], [-4.4960, 4.3882, 1.9223], [-0.1623, -0.4230, 0.9275], [-0.7610, -1.2113, -0.6521], [0.3858, -1.4982, -1.7050], [-1.9684, -0.1944, -1.3009], [-1.4718, -2.6766, -0.2578], [1.4054, -0.3099, 1.1207], [2.2003, -1.1906, 0.8581], [5.1334, 1.8253, 4.6032], [3.6542, 1.1672, 0.3916], [3.0478, 2.8442, 0.9018], [0.6548, 3.1355, 4.3443], [2.4834, 2.9335, 3.9760], [0.9138, 6.7888, 0.5076], [-0.6715, 6.2891, 1.2688], [-0.5763, 6.4317, -0.5987], [-2.9841, -0.4760, 2.8100], [-2.8875, -0.6834, 1.0188], [-2.6990, 2.0110, 0.8203], [-4.2732, 1.1905, 1.1898], [-4.4500, 2.1200, 3.3808], [-2.6593, 1.9669, 3.7372], [-3.0676, 4.3913, 3.5596], [-2.3939, 3.9367, 1.8478], [-4.7483, 5.2902, 2.3482], [-5.2771, 3.7584, 2.1361], [0.0807, -0.9681, -2.5515], [-1.6570, 0.7148, -1.1039], [-2.3243, -2.7245, -0.7479], [-4.0920, -3.2234, -1.9898], [-3.4302, -3.1336, -2.6889], [-4.7724, -3.7861, -2.3833], [3.4725, 5.1181, 5.3955], [2.8840, 5.8016, 5.7382], [3.2025, 5.0123, 4.4744], [0.5465, -0.5097, -4.5950], [1.2056, -1.2136, -4.5257], [1.0058, 0.1967, -5.0642], [0.2562, 3.8307, 6.7226], [1.1185, 4.0851, 7.0694], [0.2190, 2.8778, 6.8691], [0.3054, -3.5086, -4.8198], [-0.3341, -4.2052, -5.0120], [0.1551, -3.3031, -3.8867], [5.8223, -0.3748, 5.6294], [6.1326, -0.8378, 4.8445], [5.2552, -1.0184, 6.0693], [3.6641, -2.5343, -1.4960], [2.8103, -2.0774, -1.5142], [3.7759, -2.7800, -0.5709], [-0.3127, -5.6185, -6.8853], [0.3455, -6.3198, -6.8139], [0.1483, -4.9108, -7.3581], [7.2695, -2.4043, 5.4125], [7.2727, -2.7911, 6.2985], [8.1321, -1.9763, 5.3422], [2.8644, 2.8060, 7.6494], [3.5239, 2.1061, 7.7151], [3.3208, 3.5167, 7.1785], [-2.6061, -5.8865, -8.7141], [-1.7411, -5.6270, -8.3663], [-2.6439, -6.8368, -8.5584], [-7.1092, -3.7393, -2.4183], [-7.6957, -3.0500, -2.0868], [-7.3643, -3.8378, -3.3487], [1.5803, -3.7292, -8.3853], [1.9285, -3.7101, -7.4839], [2.2917, -3.3486, -8.9174], [-5.8142, 7.1208, 2.1539], [-6.7284, 7.4188, 2.2283], [-5.4320, 7.7035, 1.4868], [0.4500, 7.6154, -2.5445], [0.2633, 7.7800, -3.4764], [1.1314, 6.9316, -2.5594], [6.9059, -5.2913, 5.4501], [6.4456, -5.5665, 4.6490], [6.9053, -4.3251, 5.4015], [-2.8809, -4.2410, -5.5167], [-3.5119, -3.7913, -6.0907], [-2.1748, -4.5169, -6.1169], [-3.7133, 1.7055, -3.4449], [-3.0770, 1.3318, -4.0663], [-3.5589, 1.2138, -2.6286], [2.9695, -1.3440, -7.3171], [2.0474, -1.0639, -7.2556], [3.3482, -0.7592, -7.9843], [-4.6520, -6.0482, -0.3121], [-3.8934, -5.5169, -0.0429], [-5.2383, -5.4155, -0.7445], [-8.6828, -4.5365, -4.6818], [-8.3480, -5.0031, -5.4574], [-9.2548, -5.1818, -4.2485], [4.0153, -3.9093, -10.6372], [4.9798, -3.9089, -10.6405], [3.7816, -4.8419, -10.7190], [6.3774, -0.5432, 8.7764], [5.8047, 0.1467, 9.1311], [6.1033, -0.6263, 7.8541], [-0.3265, -3.0657, 3.8100], [0.0241, -3.4681, 3.0058], [-0.3394, -2.1211, 3.6124]], "homo_lumo_gap_ev": 7.76, "total_energy_ha": -3472.31858}